# C45H44BaN7S2Si

A molecular structure, C45H44BaN7S2Si in a non-equilibrium geometry (ωB97M-V/def2-TZVPD, the Open Molecules 2025 dataset).

The geometry in XYZ format:
```
100
Properties=species:S:1:pos:R:3:forces:R:3:lowdin_charge:R:1
C 1.7718 0.1226 6.9919 0.1 0.1 -0.2 -0.098
C 0.5435 -3.7841 0.6863 -0.2 -0.1 0.1 -1.182
C -4.0647 1.4673 2.1095 -0.3 0.1 -0.1 -0.063
C -4.6607 2.9899 -1.2142 -0.1 0.2 -0.4 -0.084
C 2.1702 -1.8895 -3.8813 0.2 0.3 -0.3 -0.049
H 1.0906 3.0450 0.8441 0.1 0.0 0.0 0.089
C -2.8225 0.8812 1.8336 0.1 -0.1 0.0 -0.163
C 1.1259 3.4257 1.8713 0.0 0.1 -0.3 -0.185
H 1.4490 3.7932 -4.6652 0.0 0.0 0.0 0.097
N 2.6146 0.5926 -0.3273 0.5 -0.4 0.0 0.001
H -4.5149 1.3421 3.0866 0.0 0.0 0.0 0.103
C -4.0591 2.3119 -0.1417 0.3 -0.1 0.1 -0.168
H -1.9931 3.0429 2.9317 0.0 0.1 -0.1 0.100
C -2.0686 1.8468 -1.5494 -0.5 0.3 -0.6 -0.254
H -1.3346 4.9161 4.2320 -0.1 0.0 0.0 0.100
C -2.7758 1.7107 -0.3014 -0.9 0.7 -0.3 -0.179
H 2.0755 3.1037 2.3026 0.0 0.0 -0.1 0.099
C -0.0072 1.4555 -2.6652 0.2 0.6 -0.4 -0.283
H 5.6849 2.6629 3.9039 0.0 0.0 0.0 0.097
H 3.9078 -2.2450 0.9166 -0.1 0.0 0.0 0.124
S -0.9027 -3.1513 0.1239 -0.6 0.2 -0.4 0.453
H 5.4835 -1.6025 3.7478 0.0 -0.1 0.0 0.101
H -5.6237 3.4592 -1.0725 -0.1 0.0 0.0 0.094
H -5.6529 2.6371 1.2724 0.0 0.0 0.0 0.111
H -2.2917 2.4980 -3.5732 0.0 0.1 -0.1 0.099
N 0.5937 -0.8367 -2.4375 -0.2 -0.7 -0.2 -0.004
C -4.6834 2.1788 1.1175 0.2 -0.1 0.1 -0.018
C 0.7612 0.4116 6.0785 0.2 0.1 -0.3 -0.225
H 2.2233 2.4442 -1.0782 -0.1 0.1 0.0 0.103
C -2.7550 2.4769 -2.5988 0.4 -0.2 0.1 -0.040
S 0.5395 -5.4557 1.3320 -0.1 -0.1 0.3 0.763
H -4.4944 3.5098 -3.2722 0.0 0.0 0.0 0.097
H -1.8478 0.3275 8.2640 0.0 0.0 0.0 0.093
C 1.0497 4.9701 1.8134 0.1 -0.1 0.2 -0.170
N 0.0416 2.8091 2.6185 -0.1 0.1 -0.1 -0.208
H 3.0357 -1.4812 3.9316 -0.1 -0.2 -0.1 0.103
H -0.8095 -4.7691 3.1959 -0.1 0.0 0.1 0.032
H -1.3476 0.6878 5.8856 -0.2 0.0 -0.1 0.091
H -0.2640 3.5575 -2.9277 -0.1 0.0 0.0 0.109
H -1.2149 -6.4096 2.6278 0.0 -0.1 0.0 0.017
H 3.2551 2.7633 4.1416 0.0 0.1 0.0 0.085
C 1.2530 -1.8987 -2.8227 -0.2 -0.1 0.1 -0.147
C -1.0573 4.9910 3.1782 0.1 -0.2 0.0 -0.169
C -1.1592 3.6064 2.5038 -0.2 0.1 0.1 -0.209
H 0.3662 6.6206 3.0375 0.1 0.0 0.0 0.101
H 0.9521 5.2265 3.9372 0.0 0.1 0.0 0.095
H 2.0549 5.3850 1.7096 0.0 0.0 -0.1 0.103
H 0.4760 5.2760 0.9356 0.0 0.0 -0.1 0.107
C 5.1075 1.7461 3.9119 0.2 0.1 0.0 -0.103
C 2.9533 0.6465 4.0241 -0.5 0.1 -0.1 -0.244
C 5.7449 0.5225 3.8070 0.2 0.0 0.0 -0.121
C 1.7326 0.4616 -4.1250 -0.2 0.0 0.3 -0.167
C 5.1812 1.4961 0.2282 -0.2 0.3 -0.1 -0.063
H -0.5519 2.4782 4.5716 -0.1 -0.1 0.2 0.075
C 2.4141 -0.7069 -4.5266 0.0 -0.2 0.2 -0.019
C 0.7859 0.3278 -3.0721 0.5 0.4 -0.8 -0.195
C 3.1428 -1.5855 0.4998 -0.7 -1.5 0.3 -0.117
H 6.1707 1.8583 0.4734 0.0 0.0 0.0 0.107
N 1.9349 -2.0193 0.3383 1.2 0.2 -0.4 -0.173
C 3.7292 1.7972 4.0281 0.0 0.2 0.1 -0.105
H 2.6993 1.8228 -5.4847 0.1 0.0 -0.1 0.096
H 1.0467 3.1694 4.4631 0.0 0.0 0.2 0.073
H 1.0414 -2.8134 -2.2857 0.0 -0.1 0.1 0.090
H 5.5508 -0.5096 0.8842 0.0 -0.1 0.1 0.107
C -4.0140 3.0294 -2.4284 -0.5 0.2 0.3 -0.107
H 0.8417 -1.5297 3.1164 0.2 -0.3 0.0 -0.070
C 1.2510 2.8121 -4.2502 0.4 -0.2 -0.4 -0.103
C 1.9578 1.7232 -4.7053 0.0 0.4 0.0 -0.072
H 4.4614 3.3809 -0.5327 0.0 0.1 -0.1 0.101
C -0.9863 -5.3932 2.3235 0.4 0.0 -0.3 -0.439
C 3.5250 -0.2439 0.1966 0.7 1.3 -0.2 -0.271
C -0.8253 0.2727 7.9099 -0.2 0.0 0.1 -0.109
H -1.3578 3.7351 1.4350 -0.1 0.0 0.0 0.121
C 3.6150 -0.5702 3.9183 0.0 -0.3 0.0 -0.106
H 2.6770 -2.7989 -4.1686 0.0 -0.1 0.0 0.099
Ba 0.0534 -0.2242 0.1739 -0.1 -0.2 1.5 1.740
H 2.7936 0.0682 6.6415 0.1 0.0 0.0 0.089
C 0.1996 -0.0040 8.7996 0.0 -0.1 0.1 -0.119
C 1.5016 -0.0804 8.3337 0.0 -0.1 0.2 -0.108
N -0.8762 1.2561 -1.6552 -0.2 0.2 -0.1 -0.130
C 2.9775 1.8294 -0.6047 0.2 0.5 -0.2 -0.153
C -0.5403 0.4719 6.5722 0.0 0.1 -0.1 -0.117
C 4.8379 0.1857 0.4677 -0.5 -0.3 -0.1 -0.021
C 4.2324 2.3461 -0.3317 0.2 -0.2 0.2 -0.049
N -2.2070 0.9995 0.6817 -0.6 0.2 0.6 -0.054
Si 1.0571 0.6511 4.1874 -0.7 -0.7 -0.3 0.590
C 0.3702 2.4422 3.9925 0.3 -0.4 -0.2 -0.227
H 6.8235 0.4766 3.7169 0.0 0.0 0.0 0.096
C 0.3737 5.5283 3.0624 0.0 0.1 -0.1 -0.202
N 1.7423 -3.2839 0.7292 1.2 -1.1 0.7 -0.126
H -0.7305 -0.8296 3.3923 -0.3 0.0 0.0 -0.069
H 2.3075 -0.3022 9.0219 0.0 0.0 0.0 0.093
H -1.7829 -4.9782 1.7133 -0.1 -0.1 0.1 -0.026
H -1.7642 5.6700 2.6959 0.0 0.0 0.0 0.104
C 4.9927 -0.6399 3.8186 0.2 -0.1 0.0 -0.107
C 0.2848 -0.5947 3.0680 0.6 1.0 0.8 -0.390
C 0.2729 2.6840 -3.2707 -0.3 -0.2 0.4 -0.053
H 3.1205 -0.6469 -5.3447 0.1 0.0 0.0 0.109
H -0.0170 -0.1669 9.8470 0.0 0.0 0.1 0.090
H -2.3055 0.3072 2.5889 0.1 -0.1 0.1 0.087
```
Forces are in eV/Å.

Results
HOMO ... -0.1384 hartree
Kohn-Sham gap ... 5.7 eV
Charge ... -1
Relative energy (zero: lowest compared OMol25 entry of this formula, charge and spin) ... 17.0 kcal per mole

=====

# C35H25F18N2O6PPbS2

A molecular structure, C35H25F18N2O6PPbS2 in a non-equilibrium geometry (ωB97M-V/def2-TZVPD, the Open Molecules 2025 dataset).

The geometry in XYZ format:
```
90
Properties=species:S:1:pos:R:3:forces:R:3:lowdin_charge:R:1
H -2.3798 -4.3554 -2.1162 0.0 0.0 0.0 0.044
C -6.1636 -1.5866 -1.2291 -0.1 0.1 0.0 -0.077
O 1.9867 -0.2928 0.3858 -0.4 0.5 0.0 -0.303
C -2.7025 3.5970 -1.5897 0.2 0.2 -0.4 0.024
C -0.0514 3.6094 -2.2941 0.2 -0.2 0.2 0.000
H -3.9056 -6.4881 1.4844 0.0 -0.1 0.0 0.106
C -3.8388 -1.6985 -2.7192 0.0 -0.1 0.1 -0.115
C 2.8018 4.7784 0.6088 0.1 0.0 0.0 -0.017
H -4.1229 5.3510 -3.0731 -0.1 0.1 0.0 0.083
H -2.8241 -6.0772 3.6736 0.0 0.0 0.2 0.112
F -4.7512 1.9906 0.1639 -0.2 0.3 0.0 0.159
C -4.9817 -1.9867 -0.6295 0.1 0.0 -0.1 -0.105
H -7.1077 -0.9284 -3.0383 -0.1 0.0 0.0 0.101
H 2.7717 5.8434 0.7882 0.0 0.1 0.0 0.119
H -2.9232 -1.7317 -3.2923 0.1 0.0 -0.2 0.102
H -1.7596 -3.9031 4.1401 0.1 0.0 0.3 0.114
F 4.1961 -1.4816 0.4716 -0.1 -0.1 -0.1 0.160
C -3.8114 -2.0579 -1.3749 0.3 0.0 0.2 -0.392
C 3.9813 4.0738 0.8401 -0.2 -0.1 -0.1 -0.234
C -3.5603 1.3822 0.0947 -0.4 -0.4 -0.2 -0.538
C 1.6865 4.1258 0.1606 -0.1 0.1 0.0 0.028
H 5.2534 4.6971 2.4241 0.1 0.0 0.1 0.094
H -4.9648 -2.2335 0.4215 -0.1 0.0 0.1 0.101
H -0.6477 4.7109 -4.0136 0.1 0.1 -0.1 0.116
C -6.1869 -1.2448 -2.5708 0.0 0.0 -0.1 -0.087
C -2.8168 3.3813 1.4744 -0.2 0.4 0.0 -0.556
C 4.2581 -0.1525 0.5527 0.5 -0.3 0.1 -0.563
H 0.7610 4.6656 0.0281 0.0 0.1 0.0 0.124
H -3.7458 3.6385 -1.3137 0.0 -0.1 0.0 0.126
C -2.2197 -2.9998 2.1954 -0.5 -0.4 0.2 -0.320
C -5.0199 -1.2994 -3.3162 0.0 0.1 -0.1 -0.084
F 2.0026 0.5846 -2.2809 -0.5 0.0 0.2 0.129
C 3.9841 2.6943 0.6251 -0.2 0.2 0.0 0.037
O 0.1193 -1.8768 4.4129 -0.2 0.1 0.4 -0.224
H -2.8650 5.6260 -4.2918 0.0 0.1 -0.1 0.077
F -1.4960 0.7155 4.7425 0.3 0.0 -0.2 0.191
C -1.9677 -0.3192 4.0787 -0.6 -0.2 0.1 -0.645
S 0.3475 -3.1942 1.4698 0.4 -1.1 -0.4 0.711
C -3.3315 4.8819 -3.6518 0.0 -0.1 -0.1 -0.041
C -0.4335 2.9132 -1.1346 -0.9 0.7 -0.6 -0.243
C 2.8730 1.9976 0.1887 0.2 -0.2 0.2 -0.013
C -2.3190 4.2363 -2.7635 0.1 -0.1 0.3 -0.247
O -1.4927 1.5026 1.2460 0.9 -0.2 -0.3 -0.274
F 5.4238 0.1913 -0.0335 0.1 0.2 -0.2 0.143
Pb -0.1842 -0.0080 0.0006 -0.1 0.3 -0.3 1.515
C -2.3221 2.2623 0.5079 -0.6 0.1 0.4 -0.394
C -2.6054 -3.4357 0.8104 -0.2 0.0 -0.3 -0.324
H -3.7873 4.1247 -4.2899 -0.1 0.0 -0.1 0.088
N 0.5259 2.1569 -0.4957 0.7 0.1 0.4 0.013
O -0.0051 -4.5697 1.5655 -0.1 -0.1 0.4 -0.203
H -0.8519 -4.3408 -1.1938 0.0 -0.1 -0.1 0.034
F 2.4231 -1.9485 2.8744 -0.2 0.1 -0.3 0.181
F -2.9272 0.0587 3.2678 0.4 -0.1 -0.3 0.170
C 1.6705 2.7259 -0.0827 0.2 0.4 0.2 -0.190
F -1.7856 4.1258 1.8789 0.4 0.0 0.0 0.165
C -3.3897 -5.5599 1.6684 -0.2 -0.2 0.0 -0.042
H -5.0244 -1.0062 -4.3562 0.0 0.0 -0.1 0.103
F -3.7091 4.2494 0.9598 -0.1 0.1 -0.2 0.138
H -1.0408 -3.2947 -2.6005 0.0 0.0 -0.1 0.042
F 4.0519 1.1859 -2.1358 0.1 0.1 0.1 0.151
C -1.7960 2.9298 -0.7766 0.3 -0.2 0.3 -0.057
F -3.4497 0.9271 -1.1707 0.2 0.0 -0.1 0.132
P -2.1644 -2.3874 -0.6280 -1.1 -0.8 -0.5 0.951
F -3.3932 2.8709 2.5653 0.0 -0.3 0.2 0.164
H 4.9169 2.1871 0.8069 0.0 -0.1 0.0 0.118
C -2.8118 -5.3012 2.9252 0.1 0.3 0.3 -0.073
F 1.7380 -3.8612 3.5858 -0.2 0.0 0.0 0.152
H -3.5946 -4.8982 -0.3502 0.0 0.0 -0.1 0.111
O 0.3604 -0.2033 2.6401 0.1 0.6 -0.5 -0.292
N -0.9151 -2.2881 2.1664 0.6 0.6 0.0 -0.282
H 5.1897 5.8180 1.0644 0.1 0.1 0.0 0.081
C 3.1486 0.3285 -1.6258 0.4 0.1 -0.4 -0.544
C -1.5611 -3.7377 -1.7545 0.0 0.3 0.1 -0.237
F 3.5235 -0.8912 -2.0087 0.0 -0.3 0.2 0.175
F 4.3904 0.1394 1.8491 -0.2 0.2 0.4 0.164
C -3.2353 -4.6406 0.6362 0.1 0.4 0.0 -0.093
H -2.9312 -2.2204 2.5194 0.1 0.0 -0.1 0.153
F 2.8283 -3.7363 1.7465 -0.2 0.1 -0.3 0.171
S -0.4321 -1.1680 3.3092 -0.4 -0.3 1.1 0.709
F -2.4951 -1.1799 4.9511 0.2 -0.2 0.0 0.149
F -3.6633 0.2858 0.8560 0.1 0.0 0.2 0.123
O 0.6046 -2.6955 0.1664 0.5 0.5 -0.1 -0.352
C 1.9437 -3.1102 2.5101 0.5 -0.4 0.6 -0.662
H 6.0983 4.2971 0.9346 0.1 0.0 0.0 0.085
C 2.9844 0.4898 -0.0711 0.2 -0.3 -0.5 -0.367
C 5.2042 4.7654 1.3364 0.0 0.0 0.1 -0.035
H 0.9926 3.5897 -2.5658 0.1 0.0 -0.1 0.125
H -7.0696 -1.5135 -0.6447 -0.1 -0.1 0.1 0.105
C -0.9700 4.2329 -3.1007 -0.2 0.0 0.0 -0.024
C -2.2315 -4.1087 3.1950 -0.3 -0.3 0.0 -0.024
```
Forces are in eV/Å.

Results
HOMO (alpha / beta) ... -0.2926 / -0.2915 hartree
Kohn-Sham gap (alpha / beta) ... 6.6 / 5.8 eV

=====

# C5H17FGaN4O2

A molecular structure, C5H17FGaN4O2 in a non-equilibrium geometry (ωB97M-V/def2-TZVPD, the Open Molecules 2025 dataset).

The geometry in XYZ format:
```
30
Properties=species:S:1:pos:R:3:forces:R:3:lowdin_charge:R:1
H 0.3145 2.4155 2.2563 1.1 2.3 -0.6 0.096
N -1.2475 -2.1206 -0.7506 -0.9 -0.7 -0.6 0.134
C -0.7863 -1.1074 0.0048 0.4 0.4 0.3 -0.722
H 2.1272 3.6535 4.0219 -2.1 0.7 -0.5 0.068
C -2.5772 -3.9485 -3.3488 0.5 -0.1 0.6 -0.700
H 2.9740 4.2277 1.9586 -1.4 -1.4 -1.3 0.040
F 2.3064 0.2263 2.3040 0.1 0.7 -0.7 -0.480
H 4.6884 1.7692 2.1652 -0.2 -0.1 0.2 -0.129
H 3.6410 1.2384 -0.1227 -0.4 -0.3 0.1 -0.126
H -2.9294 -4.1736 -5.3874 0.1 0.0 0.2 0.096
N -3.7823 -3.3741 -3.1829 -1.2 0.6 0.6 0.157
C 1.0517 4.0164 3.7044 0.3 -0.7 0.1 -0.182
H 0.1271 4.2395 1.5582 1.1 -1.8 1.4 0.090
C 0.8279 3.4794 2.1499 0.0 0.7 0.4 -0.340
H 2.2046 3.7894 0.2680 0.0 -0.5 2.1 0.031
O -1.7979 -4.1262 -2.4258 -0.1 -0.3 -0.3 0.015
C 2.2798 3.4531 1.3871 -0.6 1.0 0.6 -0.381
H -4.4375 -3.2195 -3.9305 0.2 0.0 0.2 0.098
H -2.2379 -2.1279 -0.9562 0.6 -0.1 0.1 0.080
Ga 3.2518 1.6267 1.4119 0.6 0.3 0.0 0.249
N -2.3006 -4.3115 -4.6143 0.7 -0.6 -1.3 0.149
H 1.1481 -1.8674 -0.0998 -0.1 0.2 0.1 0.099
H 0.2817 3.5244 4.4725 1.6 1.2 -1.7 0.069
H -4.0299 -3.0859 -2.2454 0.0 -0.1 -0.4 0.111
H -0.6676 -2.8576 -1.1147 -0.3 0.1 0.0 0.071
H -1.4035 -4.7477 -4.7827 -0.4 0.2 0.0 0.113
N 0.5364 -1.1477 0.2466 0.7 0.3 0.2 0.167
H 1.0225 5.1833 3.8046 0.0 -2.2 -0.3 0.059
O -1.5096 -0.2233 0.4361 -0.5 0.3 0.1 0.003
H 0.9242 -0.4035 0.8115 0.3 -0.2 0.2 0.065
```
Forces are in eV/Å.

Results
HOMO ... -0.1684 hartree
Kohn-Sham gap ... 6.6 eV
Charge ... -1
Relative energy (zero: lowest compared OMol25 entry of this formula, charge and spin) ... 29.1 kcal per mole